Entry from OMol25: an isolated ion of composition C3H10N3O2 and charge +1 in a non-equilibrium geometry (wB97M-V/def2-TZVPD).

Summary:
SMILES string   CON(C)/[NH+]=C(/N)O
Total charge   +1
Gap between HOMO and LUMO   11.20 eV
Relative energy (zero: lowest compared OMol25 entry of this formula, charge and spin)   135.5 kcal/mol
Maximum force   4.8 eV Å⁻¹
DFT total energy   -11828.3609 eV

Last column: Löwdin charge in e.
Atoms and positions in Å:
C -1.680 0.102 0.014  -0.363
H 2.360 1.310 0.704  0.126
N -0.613 -0.639 -0.279  0.146
C 1.791 1.621 -0.325  -0.093
N -2.833 -0.071 -0.649  0.230
O -1.796 1.039 0.934  0.195
H -0.963 1.371 1.303  0.147
H 1.273 -2.501 -0.347  0.160
H -3.575 0.543 -0.304  0.155
O 1.329 0.341 -0.754  -0.190
H 2.630 2.002 -1.074  0.132
N 0.668 -0.396 0.277  -0.159
H -3.096 -1.008 -0.886  0.138
H 0.968 2.459 -0.100  0.110
H -0.807 -1.162 -1.042  0.131
H 2.271 -1.366 0.624  0.054
H 0.758 -1.972 1.367  0.079
C 1.316 -1.675 0.539  0.003